65
Properties=species:S:1:pos:R:3:lowdin_charge:R:1 method="wB97M-V/def2-TZVPD" spin_multiplicity=5 homo_lumo_gap_ev="7.54 / 3.99" total_charge=+1 molar_mass_g_mol=501.38 e_lumo_ha="-0.0811 / -0.2187" largest_force_ha_per_bohr=0.0826 homo_energy_ha="-0.3583 / -0.3654" e_tot_ha=-2627.0786
V 0.14820 -0.04158 -0.00416 0.9343
C -0.11457 3.33390 3.15630 -0.1253
C 0.66879 2.53312 2.23604 -0.4551
O 0.33820 1.20182 1.88030 -0.3725
H 0.35903 4.27345 3.44098 0.0847
H -0.24906 2.83215 4.11456 0.0761
H -1.15000 3.50055 2.85929 0.0489
H 1.64030 2.48831 2.72825 0.0888
H 0.68323 3.12238 1.31916 0.0893
C 0.54467 -2.90689 -3.75109 -0.0473
C -0.29445 -2.36432 -2.55948 -0.2454
O 0.29487 -1.40652 -1.68717 -0.0598
H 1.60119 -3.03623 -3.51626 0.0727
H 0.30282 -2.26444 -4.59777 0.0797
H 0.17720 -3.89671 -4.02187 0.0811
H -0.59714 -3.24553 -1.99383 0.1372
H -1.25318 -1.93910 -2.85631 0.1182
C 3.38301 -0.48091 3.19785 -0.0054
O 3.88350 -1.15354 2.09835 0.0646
C 3.16924 -1.39060 1.06299 -0.4838
O 2.03419 -0.95372 0.67737 0.0101
O 3.84525 -2.37116 0.44827 0.0056
C 3.49259 -3.15944 -0.63055 -0.0411
H 3.02914 0.48613 2.84047 0.0964
H 4.13171 -0.36599 3.98165 0.1155
H 2.45691 -0.93923 3.54482 0.0839
H 4.20149 -3.98415 -0.70422 0.1072
H 3.43711 -2.59327 -1.56033 0.0913
H 2.55521 -3.60681 -0.29998 0.1038
C -3.49963 -2.57958 0.85352 -0.0024
O -2.92280 -2.46446 2.16335 0.0543
C -1.78640 -1.86853 2.34740 -0.5093
O -1.04357 -1.35439 1.50307 0.0300
O -1.40294 -2.03236 3.65764 0.0033
C -0.10880 -1.63812 4.16906 -0.0162
H -4.53509 -2.31388 1.06642 0.1079
H -3.37081 -3.54350 0.36121 0.1012
H -3.13914 -1.90898 0.07349 0.0749
H 0.48977 -2.43829 4.60442 0.1011
H -0.31267 -0.91078 4.95488 0.1006
H 0.35494 -1.00577 3.41198 0.0563
C -3.11982 0.51289 -3.03406 0.0059
O -3.62032 1.36645 -1.96199 0.0467
C -2.90410 1.33030 -0.84908 -0.5225
O -1.90749 0.67417 -0.50617 0.0185
O -3.44252 2.24912 -0.04163 0.0279
C -3.15715 2.33367 1.31271 -0.0485
H -3.39688 -0.50259 -2.75101 0.0942
H -2.04754 0.62891 -3.19176 0.0914
H -3.61746 0.73211 -3.97874 0.1053
H -3.83614 1.84936 2.01451 0.1069
H -3.26279 3.39688 1.52843 0.1038
H -2.16080 2.04082 1.64381 0.0707
C -0.25252 3.82574 -1.97319 -0.0112
O 0.52191 3.15693 -2.97343 0.0673
C 1.10920 2.04131 -2.59932 -0.5690
O 0.95672 1.46912 -1.52385 0.0392
O 1.84862 1.54862 -3.55227 0.0517
C 2.81243 0.54236 -3.33100 -0.0209
H -0.56213 3.30297 -1.06823 0.0883
H -1.10969 4.37419 -2.36382 0.1041
H 0.32400 4.69296 -1.65122 0.1053
H 3.63280 0.61798 -4.04471 0.1088
H 2.33902 -0.43605 -3.24919 0.0775
H 3.41057 0.63879 -2.42489 0.1030